153
Properties=species:S:1:pos:R:3:mulliken_charge:R:1 method="wB97M-V/def2-TZVPD" homo_ev=-7.753 total_energy_ev=-280519.28342 gap_ev=5.406 charge=-1
Li 0.656 -6.125 -3.428 0.951
Li -0.690 -3.228 -10.723 0.969
Li 3.494 -8.162 -3.698 0.998
Li 9.245 -3.623 -2.864 0.973
N 3.415 -5.232 -5.382 -0.252
S 3.570 -4.870 -6.985 1.016
O 4.905 -4.817 -7.580 -0.489
O 2.438 -4.237 -7.661 -0.549
F 3.192 -6.443 -7.348 -0.335
S 4.155 -3.894 -5.123 1.032
O 3.548 -2.575 -5.243 -0.531
O 5.606 -4.068 -5.038 -0.522
F 3.960 -4.054 -3.543 -0.346
N 10.825 -1.306 -4.622 -0.166
S 9.968 -0.232 -5.603 1.042
O 10.639 0.728 -6.507 -0.549
O 8.605 0.148 -5.138 -0.555
F 9.741 -1.472 -6.639 -0.282
S 11.538 -0.131 -3.918 1.022
O 10.739 0.695 -3.021 -0.561
O 12.789 0.372 -4.366 -0.563
F 12.109 -1.116 -2.740 -0.360
N 10.502 -6.862 -3.029 -0.203
S 11.456 -7.667 -2.066 1.025
O 12.891 -7.745 -2.450 -0.620
O 10.957 -8.589 -1.040 -0.538
F 11.539 -6.428 -1.146 -0.267
S 9.530 -8.176 -3.405 0.992
O 8.144 -8.187 -2.849 -0.600
O 10.092 -9.484 -3.650 -0.532
F 9.220 -7.600 -4.864 -0.246
N 1.346 -8.410 -0.991 -0.301
S 1.767 -8.408 0.520 1.039
O 2.512 -9.627 0.851 -0.564
O 0.903 -7.884 1.551 -0.538
F 2.778 -7.205 0.381 -0.255
S -0.019 -9.346 -0.623 0.992
O -1.219 -8.609 -0.132 -0.545
O 0.100 -10.772 -0.209 -0.536
F -0.363 -9.498 -2.154 -0.261
N -3.267 -4.583 -9.302 -0.281
S -4.138 -3.773 -8.273 1.078
O -3.354 -2.999 -7.262 -0.565
O -5.446 -4.234 -7.942 -0.539
F -4.531 -2.716 -9.435 -0.318
S -3.074 -5.806 -8.103 0.988
O -4.206 -6.708 -7.889 -0.532
O -2.016 -5.662 -7.096 -0.519
F -2.195 -6.584 -9.187 -0.286
C 16.763 -4.939 -12.301 -1.255
C 15.345 -5.609 -12.163 -0.029
O 14.878 -5.372 -10.784 -0.337
P 13.331 -5.746 -10.288 0.782
O 12.924 -5.088 -9.024 -0.683
O 13.399 -7.344 -10.240 -0.154
C 14.106 -8.085 -9.237 -0.261
C 13.487 -9.460 -9.295 -1.148
O 12.378 -5.557 -11.568 -0.237
C 11.022 -5.858 -11.283 -0.343
C 10.379 -4.629 -11.940 -1.150
H 16.613 -3.881 -12.085 0.327
H 17.493 -5.299 -11.575 0.333
H 17.162 -5.063 -13.307 0.380
H 14.729 -5.141 -12.930 0.291
H 15.692 -6.624 -11.969 0.222
H 15.074 -8.029 -9.736 0.225
H 14.069 -7.565 -8.280 0.396
H 14.267 -10.020 -8.779 0.385
H 12.544 -9.495 -8.749 0.304
H 13.345 -9.867 -10.296 0.294
H 10.745 -6.852 -11.633 0.319
H 10.742 -5.911 -10.231 0.366
H 9.307 -4.689 -11.751 0.392
H 10.752 -3.772 -11.379 0.295
H 10.612 -4.529 -13.000 0.287
C 5.496 -0.297 1.257 -1.094
C 6.933 -0.077 1.003 -0.283
O 7.727 -0.307 2.198 -0.348
P 8.784 -1.564 2.119 0.858
O 8.657 -2.361 0.859 -0.625
O 10.264 -0.806 2.375 -0.231
C 10.449 0.166 3.316 -0.286
C 12.029 0.236 3.594 -1.154
O 8.627 -2.388 3.589 -0.358
C 9.685 -3.252 3.856 -0.235
C 9.111 -4.632 4.171 -1.196
H 5.255 0.245 2.172 0.271
H 4.883 -0.039 0.394 0.370
H 5.428 -1.355 1.508 0.273
H 7.358 -0.561 0.124 0.372
H 6.969 0.937 0.606 0.338
H 10.053 1.044 2.806 0.296
H 9.826 0.135 4.210 0.373
H 12.177 0.885 4.458 0.395
H 12.383 -0.694 4.038 0.303
H 12.639 0.673 2.803 0.299
H 10.503 -3.272 3.136 0.417
H 10.090 -2.849 4.784 0.263
H 9.867 -5.400 4.005 0.335
H 8.744 -4.738 5.192 0.326
H 8.229 -4.927 3.603 0.311
C -0.242 5.175 -12.358 -0.893
C -1.490 4.457 -11.763 -0.237
O -1.302 3.091 -11.579 -0.390
P -0.234 2.377 -10.624 0.825
O -0.335 0.876 -10.615 -0.721
O 1.219 3.039 -11.059 -0.237
C 2.178 2.149 -11.574 -0.249
C 3.176 1.842 -10.459 -1.080
O -0.600 3.099 -9.267 -0.283
C -1.196 2.433 -8.143 -0.487
C -0.231 1.605 -7.197 -0.911
H 0.653 5.071 -11.745 0.208
H -0.041 4.656 -13.295 0.260
H -0.325 6.248 -12.528 0.399
H -1.629 4.853 -10.757 0.224
H -2.336 4.692 -12.408 0.339
H 1.692 1.395 -12.194 0.384
H 2.770 2.741 -12.271 0.272
H 2.768 1.371 -9.564 0.226
H 4.008 1.196 -10.740 0.385
H 3.693 2.710 -10.050 0.298
H -1.749 3.173 -7.563 0.404
H -2.059 1.841 -8.447 0.381
H 0.410 0.960 -7.798 0.238
H 0.389 2.287 -6.614 0.288
H -0.917 1.158 -6.478 0.359
C 5.254 -13.750 -3.910 -1.200
C 5.303 -14.123 -5.368 0.006
O 4.116 -13.916 -5.966 -0.263
P 3.679 -12.613 -6.858 0.633
O 3.711 -11.363 -6.110 -0.644
O 2.187 -13.005 -7.326 -0.343
C 1.966 -13.971 -8.289 -0.109
C 2.110 -13.409 -9.679 -1.040
O 4.622 -12.712 -8.248 -0.146
C 5.567 -11.734 -8.655 -0.097
C 6.531 -12.327 -9.667 -1.255
H 4.883 -12.736 -3.759 0.255
H 4.525 -14.461 -3.522 0.304
H 6.120 -13.785 -3.249 0.391
H 5.987 -13.352 -5.723 0.109
H 5.717 -15.131 -5.328 0.352
H 2.703 -14.753 -8.110 0.217
H 0.935 -14.327 -8.301 0.359
H 3.104 -13.357 -10.124 0.197
H 1.610 -14.143 -10.310 0.404
H 1.725 -12.393 -9.771 0.278
H 4.994 -10.885 -9.028 0.287
H 6.148 -11.459 -7.775 0.307
H 6.035 -12.686 -10.569 0.299
H 7.310 -11.660 -10.033 0.396
H 7.110 -13.153 -9.255 0.302

---

88
Properties=species:S:1:pos:R:3:mulliken_charge:R:1 method="wB97M-V/def2-TZVPD" relative_energy_ev=1.012 homo_ev="-14.378 / -14.334" total_energy_ev=-101954.54313 gap_ev="3.803 / 3.695" charge=+3
Ir -0.008 1.396 -0.432 1.834
N 1.425 4.432 -3.174 0.044
C 0.510 3.946 -4.076 0.226
C 0.220 4.285 -5.389 -1.151
C -0.780 3.561 -6.013 -0.608
C -1.465 2.534 -5.354 -0.888
C -1.167 2.178 -4.056 -0.207
C -0.159 2.893 -3.412 0.400
N 0.373 2.765 -2.156 0.076
C 1.311 3.702 -2.047 0.434
C 2.047 3.885 -0.826 -0.502
C 3.046 4.785 -0.552 -0.493
S 3.539 4.673 1.075 -0.032
C 2.392 3.420 1.291 -0.429
N 1.695 3.098 0.240 0.063
H 2.050 5.208 -3.337 0.259
H 0.761 5.071 -5.893 0.473
H -1.029 3.784 -7.039 0.454
H -2.244 2.010 -5.885 0.493
H -1.664 1.364 -3.554 0.533
H 3.502 5.486 -1.221 0.424
H 2.268 2.965 2.254 0.475
C 3.024 -0.366 0.088 0.022
C 2.312 -1.294 -0.894 -1.294
P 0.497 -0.947 -1.063 0.735
C 0.250 -1.573 -2.760 0.866
C -0.017 -2.925 -2.974 -0.649
C -0.068 -3.415 -4.266 -0.792
C 0.095 -2.562 -5.345 -0.697
C 0.361 -1.217 -5.135 -0.663
C 0.459 -0.725 -3.846 -0.656
C -0.397 -2.234 -0.130 0.574
C -1.783 -2.129 -0.192 -0.761
C -2.585 -3.088 0.400 -0.787
C -2.012 -4.173 1.049 -0.824
C -0.635 -4.298 1.099 -0.945
C 0.176 -3.336 0.509 -0.189
C 3.068 -0.843 1.537 -1.336
P 1.584 -1.607 2.377 0.919
C 2.339 -1.936 3.991 0.787
C 3.272 -2.972 4.066 -0.324
C 4.053 -3.116 5.197 -0.773
C 3.883 -2.241 6.264 -0.536
C 2.933 -1.229 6.199 -0.695
C 2.133 -1.083 5.080 -0.693
C 0.232 -0.448 2.707 -0.094
C 0.232 0.872 2.247 -0.889
C -0.783 1.736 2.650 0.375
C -1.817 1.265 3.447 -1.022
C -1.844 -0.063 3.855 -0.796
C -0.827 -0.923 3.482 -0.737
H 2.558 0.625 0.015 -0.533
H 4.067 -0.252 -0.221 0.619
H 2.478 -2.347 -0.653 0.653
H 2.713 -1.130 -1.899 0.678
H -0.181 -3.597 -2.146 0.440
H -0.231 -4.470 -4.423 0.479
H 0.009 -2.951 -6.347 0.432
H 0.486 -0.555 -5.977 0.510
H 0.707 0.313 -3.676 0.616
H -2.217 -1.304 -0.743 0.677
H -3.660 -3.006 0.350 0.518
H -2.648 -4.927 1.485 0.457
H -0.181 -5.163 1.556 0.530
H 1.243 -3.513 0.463 0.407
H 3.406 -0.030 2.188 0.555
H 3.813 -1.643 1.611 0.717
H 3.371 -3.662 3.239 0.416
H 4.777 -3.914 5.253 0.424
H 4.480 -2.361 7.156 0.418
H 2.812 -0.550 7.031 0.424
H 1.395 -0.294 5.040 0.285
H 1.127 1.247 1.774 0.747
H -0.744 2.783 2.383 0.528
H -2.597 1.935 3.771 0.454
H -2.647 -0.425 4.479 0.536
H -0.830 -1.951 3.824 0.549
S -2.491 1.973 -0.708 -0.443
C -3.867 1.292 -0.012 0.331
N -5.078 1.648 -0.401 -0.131
C -6.223 1.161 0.340 -0.580
C -5.739 0.038 1.260 -0.620
S -3.906 0.118 1.259 0.272
H -5.205 2.341 -1.127 0.261
H -6.992 0.793 -0.344 0.346
H -6.651 1.988 0.917 0.314
H -6.039 -0.950 0.912 0.319
H -6.074 0.166 2.289 0.387